[1]
2 unconnected molecules or ions with the total composition CH3Br3SSi. Source: the Open Molecules 2025 dataset; level of theory: the ωB97M-V functional and the def2-TZVPD basis.

```
9
Properties=species:S:1:pos:R:3:nbo_charge:R:1
C -0.469 -0.037 1.321 -0.56
Si 0.094 0.565 -1.496 0.82
S -0.408 -1.769 1.480 0.06
Br -1.505 1.621 -2.594 -0.28
Br 0.693 -1.267 -2.545 -0.27
Br 1.950 1.943 -1.502 -0.32
H 0.464 0.332 1.437 0.20
H -1.401 0.489 1.519 0.23
H 0.583 -1.877 2.380 0.13
```

Results
LUMO level (alpha / beta) in eV: -1.6 / -1.1
Energy above the lowest of the compared OMol25 structures with the same formula, charge and spin in kcal per mole: 63.3
Gap between HOMO and LUMO (alpha / beta) in Ha: 0.2522 / 0.2618

***

[2]
7 unconnected molecules or ions with the total composition ClH12O6. Source: the Open Molecules 2025 dataset; level of theory: the ωB97M-V functional and the def2-TZVPD basis.

```
19
Properties=species:S:1:pos:R:3:nbo_charge:R:1
Cl -0.645 8.328 3.806 -0.93
O -2.483 9.545 1.518 -0.97
H -2.005 8.960 2.107 0.50
H -2.529 10.376 1.992 0.45
O -3.087 5.926 4.000 -0.95
H -3.008 5.330 4.745 0.45
H -2.594 6.704 4.261 0.49
O 0.064 11.016 1.949 -0.97
H -0.767 11.064 1.475 0.46
H -0.089 10.366 2.635 0.49
O 1.156 7.488 6.443 -0.97
H 1.257 8.409 6.684 0.46
H 0.559 7.499 5.695 0.50
O -2.185 8.921 6.534 -0.97
H -2.030 9.027 5.596 0.49
H -1.309 8.884 6.919 0.46
O 1.000 5.779 3.041 -0.97
H 0.755 5.616 3.952 0.46
H 0.634 6.641 2.844 0.50
```

Results
LUMO level in eV: 3.5
Energy above the lowest of the compared OMol25 structures with the same formula, charge and spin in kcal per mole: 6.0
Gap between HOMO and LUMO in Ha: 0.3696
Net charge: -1

***

[3]
A gas-phase ion, C4H13NO2P (charge +1). Source: the Open Molecules 2025 dataset; level of theory: the ωB97M-V functional and the def2-TZVPD basis.

```
21
Properties=species:S:1:pos:R:3:nbo_charge:R:1
C 2.338 -0.969 0.512 -0.66
C 1.029 -1.100 -0.513 -0.09
O -0.068 -1.652 0.303 -0.56
C -1.381 -1.470 -0.335 -0.12
C -2.194 -0.119 0.201 -0.14
O -1.760 1.127 -0.448 -0.73
P -0.565 1.976 0.525 1.43
N 0.583 2.711 -0.678 -1.06
H 2.126 -1.744 1.378 0.25
H 3.344 -1.303 0.009 0.25
H 2.389 0.120 0.989 0.18
H 1.322 -1.831 -1.396 0.21
H 0.795 -0.063 -1.010 0.14
H -2.055 -2.387 0.022 0.23
H -1.357 -1.537 -1.513 0.22
H -3.346 -0.308 -0.043 0.25
H -2.082 -0.068 1.367 0.20
H -1.149 2.962 1.402 0.07
H 0.131 0.964 1.313 0.05
H 1.562 2.410 -0.472 0.42
H 0.337 2.280 -1.613 0.43
```

Results
LUMO level in eV: -4.5
SMILES: CCOCCO[PH2]=[NH2+]
Energy above the lowest of the compared OMol25 structures with the same formula, charge and spin in kcal per mole: 75.1
Gap between HOMO and LUMO in Ha: 0.3358
Net charge: +1

***

[4]
A molecular structure, C19H53LiO12. Source: the Open Molecules 2025 dataset; level of theory: the ωB97M-V functional and the def2-TZVPD basis.

```
85
Properties=species:S:1:pos:R:3:lowdin_spin:R:1
Li -1.633 -1.588 -1.598 0.00
C 1.047 -0.879 0.872 0.06
C -0.385 -1.260 0.940 0.08
O -0.649 -2.362 0.122 0.79
H 1.679 -1.730 1.124 0.00
H 1.331 0.057 1.353 0.01
H 1.326 -0.608 -0.147 0.00
H -0.949 -0.379 0.634 0.01
H -0.667 -1.435 1.978 0.02
C 5.316 -0.143 1.429 0.00
C 5.878 0.080 -0.020 0.00
C 7.313 0.568 -0.015 0.00
O 5.812 -1.161 -0.661 0.00
H 5.362 0.769 2.024 0.00
H 5.912 -0.881 1.964 0.00
H 4.309 -0.557 1.477 0.00
H 5.132 0.763 -0.426 0.00
H 8.001 -0.097 0.506 0.00
H 7.397 1.562 0.425 0.00
H 7.607 0.621 -1.063 0.00
H 6.016 -1.833 -0.006 0.00
C 0.316 3.850 -2.567 0.00
C 1.331 2.699 -2.363 0.00
C 1.425 2.160 -0.932 0.00
O 1.097 1.684 -3.288 0.00
H 0.641 4.680 -1.939 0.00
H -0.728 3.670 -2.313 0.00
H 0.406 4.255 -3.575 0.00
H 2.249 3.128 -2.765 0.00
H 1.286 3.047 -0.314 0.00
H 2.417 1.719 -0.836 0.00
H 0.686 1.390 -0.712 0.00
H 1.917 1.307 -3.615 0.00
C -1.672 3.439 0.638 0.00
C -1.479 3.279 2.145 0.00
C -0.070 3.443 2.680 0.00
O -2.155 4.368 2.736 0.00
H -2.634 2.970 0.429 0.00
H -0.953 2.787 0.141 0.00
H -1.668 4.438 0.204 0.00
H -1.826 2.308 2.499 0.00
H -0.059 3.187 3.740 0.00
H 0.242 4.482 2.576 0.00
H 0.617 2.709 2.259 0.00
H -2.132 4.225 3.685 0.00
C 3.285 -2.519 -2.853 0.00
C 1.812 -2.189 -3.011 0.00
O 1.019 -3.332 -2.784 0.00
O 3.606 -2.659 -1.447 0.00
H 3.930 -1.751 -3.279 0.00
H 3.595 -3.469 -3.287 0.00
H 1.644 -1.897 -4.048 0.00
H 1.514 -1.389 -2.333 0.00
H 0.120 -3.179 -3.081 0.00
H 4.401 -2.160 -1.245 0.00
C -3.433 -3.970 1.905 0.00
C -2.759 -5.144 1.181 0.00
O -1.421 -4.831 1.127 0.02
O -3.463 -2.773 1.115 0.02
H -2.939 -3.713 2.842 0.00
H -4.449 -4.188 2.232 0.00
H -3.119 -5.263 0.159 0.00
H -2.931 -6.090 1.693 0.00
H -1.346 -3.998 0.655 0.00
H -2.562 -2.551 0.869 0.00
C -3.159 0.475 -2.182 0.00
C -1.792 1.052 -2.428 0.00
O -0.992 0.070 -3.016 0.00
O -3.135 -0.446 -1.124 0.00
H -3.406 -0.129 -3.055 0.00
H -3.981 1.154 -1.956 0.00
H -1.442 1.365 -1.445 0.00
H -1.849 1.955 -3.037 0.00
H -0.185 0.496 -3.315 0.00
H -3.755 -0.113 -0.471 0.00
C -4.175 0.124 2.556 0.00
C -5.182 -0.722 3.250 0.00
O -5.481 -1.930 2.554 0.00
O -4.624 0.465 1.266 0.00
H -3.309 -0.523 2.422 0.00
H -3.844 0.921 3.222 0.00
H -6.137 -0.223 3.415 0.00
H -4.698 -0.941 4.201 0.00
H -4.719 -2.040 1.979 0.00
H -5.052 1.322 1.326 0.00
```

Results
LUMO level (alpha / beta) in eV: -2.7 / -6.6
Multiplicity: 2
Energy above the lowest of the compared OMol25 structures with the same formula, charge and spin in kcal per mole: 0.0
Gap between HOMO and LUMO (alpha / beta) in Ha: 0.3511 / 0.2065
Net charge: +1

***

[5]
A molecular structure, C27H27N5O2RuS4. Source: the Open Molecules 2025 dataset; level of theory: the ωB97M-V functional and the def2-TZVPD basis.

```
66
Properties=species:S:1:pos:R:3:nbo_charge:R:1
Ru 0.589 -0.136 -0.395 0.88
C -2.649 -2.949 0.666 -0.70
C -1.364 -2.407 0.224 0.40
N -1.248 -1.089 -0.002 -0.35
N -2.325 -0.305 0.199 -0.32
C -2.272 0.894 -0.371 -0.12
S -0.940 1.232 -1.388 -0.06
S -3.508 2.144 -0.346 0.27
C -3.796 2.156 -2.151 -0.54
C -4.506 0.946 -2.612 -0.06
C -3.870 -0.071 -3.325 -0.20
C -4.607 -1.121 -3.871 -0.21
C -5.990 -1.205 -3.600 -0.21
C -6.644 -0.279 -2.759 -0.22
C -5.893 0.800 -2.273 -0.19
C -0.283 -3.322 0.041 -0.26
C -0.138 -4.458 0.865 -0.15
C 0.923 -5.324 0.730 -0.26
C 1.968 -5.097 -0.160 -0.17
C 1.842 -4.025 -1.008 -0.28
C 0.789 -3.049 -0.893 0.43
O 0.896 -1.900 -1.555 -0.74
H -3.477 -2.264 0.552 0.26
H -2.685 -3.200 1.765 0.25
H -2.873 -3.861 0.142 0.24
H -2.919 2.412 -2.722 0.25
H -4.531 2.983 -2.236 0.24
H -2.778 0.035 -3.452 0.23
H -4.177 -1.780 -4.622 0.22
H -6.558 -1.942 -4.180 0.21
H -7.697 -0.385 -2.493 0.22
H -6.241 1.544 -1.550 0.21
H -0.861 -4.711 1.642 0.22
H 0.933 -6.247 1.321 0.21
H 2.880 -5.671 -0.110 0.22
H 2.550 -3.716 -1.737 0.22
S 2.010 1.403 -1.068 0.12
C 3.672 0.866 -0.936 -0.19
C 4.621 1.764 -0.409 -0.24
C 5.965 1.426 -0.360 -0.20
C 6.438 0.228 -0.918 -0.22
C 5.484 -0.684 -1.417 -0.20
C 4.139 -0.341 -1.450 -0.22
H 4.286 2.793 -0.094 0.22
H 6.659 2.124 0.091 0.21
H 7.485 -0.022 -0.838 0.22
H 5.731 -1.688 -1.815 0.22
H 3.443 -1.049 -1.885 0.24
O 0.749 -1.834 3.151 -0.58
C 1.225 -1.355 2.195 0.79
N 1.645 -0.829 1.210 -0.84
S 1.785 3.868 -0.124 0.04
C 1.464 3.600 1.556 0.34
N 1.065 4.672 2.276 -0.58
C 0.986 4.653 3.745 -0.21
C 0.584 3.289 4.253 -0.42
C 1.556 2.262 3.648 -0.21
N 1.517 2.419 2.183 -0.59
H 0.928 5.520 1.743 0.42
H 0.293 5.399 4.009 0.22
H 1.923 5.019 4.195 0.19
H -0.434 3.093 3.907 0.22
H 0.637 3.366 5.340 0.23
H 1.352 1.262 3.941 0.24
H 2.580 2.512 4.000 0.20
H 1.673 1.633 1.537 0.46
```

Results
LUMO level (alpha / beta) in eV: -0.2 / -2.1
Multiplicity: 5
Energy above the lowest of the compared OMol25 structures with the same formula, charge and spin in kcal per mole: 16.2
Gap between HOMO and LUMO (alpha / beta) in Ha: 0.2545 / 0.2011

***

[6]
A molecular structure, C28H37BrClInN6OS2. Source: the Open Molecules 2025 dataset; level of theory: the ωB97M-V functional and the def2-TZVPD basis.

```
77
Properties=species:S:1:pos:R:3:lowdin_charge:R:1
In 0.239 -0.034 0.066 0.65
C -3.228 -0.293 -0.172 -0.15
C -2.661 -1.463 0.631 -0.16
N -1.336 -1.870 0.142 -0.11
C -1.318 -2.612 -1.129 -0.21
C -1.467 -1.781 -2.412 -0.37
S -0.552 -0.203 -2.497 0.98
C -1.881 1.025 -2.670 -0.38
C -2.330 1.687 -1.358 -0.23
N -2.242 0.787 -0.211 -0.12
H -4.164 0.024 0.293 0.14
H -3.472 -0.608 -1.182 0.11
H -3.366 -2.298 0.606 0.14
H -2.543 -1.142 1.667 0.11
H -0.921 -2.474 0.846 0.13
H -2.123 -3.355 -1.143 0.14
H -0.370 -3.146 -1.179 0.11
H -2.502 -1.553 -2.646 0.08
H -1.081 -2.387 -3.230 0.08
H -2.708 0.548 -3.194 0.09
H -1.480 1.789 -3.334 0.09
H -3.346 2.065 -1.507 0.14
H -1.678 2.537 -1.148 0.11
H -2.346 1.328 0.637 0.08
C 5.119 0.976 2.372 -0.06
C 4.699 -0.409 2.858 -0.23
N 4.452 -1.339 1.753 -0.10
C 5.574 -2.180 1.309 -0.18
C 6.285 -1.668 0.061 -0.05
C 3.285 -1.424 1.116 -0.61
S 1.954 -0.480 1.826 0.77
N 3.198 -2.239 0.092 0.13
C 2.357 -2.277 -0.925 -0.40
O 1.540 -1.354 -1.242 -0.19
C 2.425 -3.475 -1.795 -0.14
C 1.615 -3.560 -2.928 -0.03
C 1.653 -4.682 -3.736 -0.06
C 2.516 -5.727 -3.434 -0.05
C 3.348 -5.640 -2.326 -0.05
C 3.303 -4.523 -1.510 -0.01
H 5.220 1.648 3.224 0.09
H 4.368 1.386 1.695 0.06
H 6.074 0.939 1.850 0.07
H 3.804 -0.333 3.470 0.07
H 5.482 -0.839 3.480 0.12
H 5.183 -3.177 1.118 0.11
H 6.275 -2.243 2.139 0.12
H 5.615 -1.685 -0.798 0.07
H 7.133 -2.318 -0.155 0.09
H 6.659 -0.655 0.200 0.07
H 0.983 -2.721 -3.193 0.09
H 1.019 -4.741 -4.611 0.11
H 2.549 -6.604 -4.067 0.12
H 4.041 -6.439 -2.102 0.12
H 3.945 -4.449 -0.647 0.11
Br -2.195 4.590 3.540 0.83
C -1.607 2.797 3.554 -0.65
C -1.600 2.036 4.714 -0.06
C -1.151 0.728 4.633 -0.01
C -0.732 0.229 3.410 -0.16
N -0.743 0.962 2.295 -0.03
C -1.173 2.225 2.371 -0.22
H -1.936 2.457 5.652 0.13
H -1.125 0.100 5.512 0.13
H -0.364 -0.786 3.318 0.09
H -1.162 2.817 1.461 0.10
Cl 2.177 5.242 1.736 0.76
C 1.972 4.175 0.411 -0.63
C 2.317 4.549 -0.883 -0.03
C 2.138 3.634 -1.907 -0.01
C 1.583 2.399 -1.622 -0.11
N 1.230 2.060 -0.378 -0.01
C 1.452 2.910 0.625 -0.17
H 2.723 5.533 -1.075 0.13
H 2.427 3.877 -2.920 0.13
H 1.424 1.655 -2.393 0.09
H 1.238 2.565 1.627 0.09
```

Results
LUMO level in eV: -5.3
Energy above the lowest of the compared OMol25 structures with the same formula, charge and spin in kcal per mole: 3.2
Gap between HOMO and LUMO in Ha: 0.3069
Net charge: +2

***

Copy entry 3 word for word.
A gas-phase ion, C4H13NO2P (charge +1). Source: the Open Molecules 2025 dataset; level of theory: the ωB97M-V functional and the def2-TZVPD basis.

```
21
Properties=species:S:1:pos:R:3:nbo_charge:R:1
C 2.338 -0.969 0.512 -0.66
C 1.029 -1.100 -0.513 -0.09
O -0.068 -1.652 0.303 -0.56
C -1.381 -1.470 -0.335 -0.12
C -2.194 -0.119 0.201 -0.14
O -1.760 1.127 -0.448 -0.73
P -0.565 1.976 0.525 1.43
N 0.583 2.711 -0.678 -1.06
H 2.126 -1.744 1.378 0.25
H 3.344 -1.303 0.009 0.25
H 2.389 0.120 0.989 0.18
H 1.322 -1.831 -1.396 0.21
H 0.795 -0.063 -1.010 0.14
H -2.055 -2.387 0.022 0.23
H -1.357 -1.537 -1.513 0.22
H -3.346 -0.308 -0.043 0.25
H -2.082 -0.068 1.367 0.20
H -1.149 2.962 1.402 0.07
H 0.131 0.964 1.313 0.05
H 1.562 2.410 -0.472 0.42
H 0.337 2.280 -1.613 0.43
```

Results
LUMO level in eV: -4.5
SMILES: CCOCCO[PH2]=[NH2+]
Energy above the lowest of the compared OMol25 structures with the same formula, charge and spin in kcal per mole: 75.1
Gap between HOMO and LUMO in Ha: 0.3358
Net charge: +1

***

Which value of energy above the lowest of the compared OMol25 structures with the same formula, charge and spin does entry 3 give? 75.1 kcal per mole

***

Among the records above, which one has the highest energy above the lowest of the compared OMol25 structures with the same formula, charge and spin? C4H13NO2P